No. 1
{
  "formula": "C17H19F3N2O4S3",
  "method": "ωB97M-V with the def2-TZVPD basis set",
  "charge": 0,
  "e_tot_ev": -69759.184,
  "homo_lumo_gap_ev": 7.1,
  "symbols": ["C", "N", "S", "C", "F", "F", "F", "S", "C", "C", "C", "C", "C", "C", "O", "O", "H", "H", "H", "H", "H", "H", "H", "H", "C", "S", "C", "C", "C", "C", "C", "C", "N", "O", "O", "C", "C", "H", "H", "H", "H", "H", "H", "H", "H", "H", "H", "H"],
  "positions_angstrom": [[-1.16921, -1.66219, 2.35134], [-0.73534, -2.36538, 3.54173], [-2.02704, -2.30538, 4.69311], [-1.37958, -1.08774, 5.85351], [-1.72242, -1.54895, 7.10184], [-0.01514, -0.99154, 5.81071], [-1.90410, 0.16314, 5.70121], [0.01131, -3.87378, 3.22114], [1.48239, -3.02367, 2.62409], [1.99746, -3.33665, 1.36659], [2.98182, -2.48967, 0.84725], [3.52240, -1.46113, 1.62513], [3.05424, -1.22426, 2.91763], [2.03165, -2.02147, 3.41938], [0.33034, -4.51724, 4.47876], [-0.67797, -4.56728, 2.16149], [-1.56615, -0.70647, 2.69900], [-0.34380, -1.49456, 1.66203], [-1.98712, -2.20497, 1.84750], [1.60119, -4.19939, 0.82532], [3.35444, -2.65281, -0.16169], [4.32859, -0.84441, 1.23901], [3.50464, -0.43690, 3.52136], [1.64223, -1.84376, 4.41775], [-0.38958, -1.45434, -1.45079], [0.79954, -0.27299, -2.17970], [-0.14046, 1.21080, -2.75229], [1.84900, 0.33111, -0.98759], [3.22009, 0.51797, -1.36747], [4.13246, 1.39285, -0.65256], [5.48929, 1.38503, -0.92435], [6.01273, 0.44044, -1.84092], [7.35137, -0.01654, -1.75344], [7.69648, -0.85303, -2.62628], [8.11424, 0.34887, -0.84160], [5.14149, -0.26456, -2.69931], [3.78366, -0.19777, -2.48023], [-0.14775, -2.44871, -1.85115], [-0.32039, -1.47577, -0.36173], [-1.39032, -1.17427, -1.78928], [0.40886, 1.64692, -3.59486], [-1.13617, 0.90436, -3.08937], [-0.20588, 1.94085, -1.93816], [1.44681, 0.78192, -0.08256], [3.71712, 2.06140, 0.11105], [6.19798, 2.06212, -0.41785], [5.58561, -0.86004, -3.49928], [3.13416, -0.76230, -3.14068]]
}


No. 2
{
  "formula": "CH5NO3S",
  "method": "ωB97M-V with the def2-TZVPD basis set",
  "charge": 0,
  "e_tot_ev": -19584.264,
  "homo_lumo_gap_ev": 10.3,
  "symbols": ["C", "N", "O", "O", "O", "S", "H", "H", "H", "H", "H"],
  "positions_angstrom": [[0.25358, -1.40518, -0.13757], [0.61481, -0.57951, -1.19143], [-1.25471, 1.96332, 0.27267], [0.81615, 0.93387, 1.24631], [-0.92185, -0.58049, 0.69525], [-0.62894, 0.84585, 1.38497], [1.11134, -1.54200, 0.60214], [-0.40509, -2.33164, -0.48891], [-0.13813, -0.24730, -1.73500], [-0.70367, 2.73610, 0.08477], [1.25652, 0.20697, -0.73319]]
}


No. 3
{
  "formula": "C3H6ClNO",
  "method": "ωB97M-V with the def2-TZVPD basis set",
  "charge": 0,
  "e_tot_ev": -19264.959,
  "homo_lumo_gap_ev": 9.6,
  "symbols": ["C", "C", "C", "N", "O", "Cl", "H", "H", "H", "H", "H", "H"],
  "positions_angstrom": [[-1.96409, 1.69865, 2.25991], [1.56862, -1.12605, -1.64492], [-0.26805, -0.30494, -0.15542], [0.96464, -0.78017, -0.35942], [-1.94803, 2.90324, 2.11118], [-0.96928, 0.35448, -1.56739], [-2.63020, 1.27146, 3.07169], [0.96177, -1.09036, -2.49023], [2.47544, -0.48088, -1.89487], [1.89437, -2.09320, -1.50788], [-1.41288, 1.00561, 1.82049], [1.32768, -1.35783, 0.35685]]
}


No. 4
{
  "formula": "C2H5N3OS2",
  "method": "ωB97M-V with the def2-TZVPD basis set",
  "charge": 0,
  "e_tot_ev": -30340.816,
  "homo_lumo_gap_ev": 9.3,
  "smiles": "[H]/N=C\\N(S)C(=S)NO",
  "symbols": ["H", "N", "C", "N", "S", "C", "S", "N", "O", "H", "H", "H", "H"],
  "positions_angstrom": [[1.51996, 2.37715, 1.16445], [2.02791, 1.85023, 0.43425], [1.34060, 0.83746, 0.08656], [0.04588, 0.41457, 0.49270], [-0.69356, 1.18219, 1.82111], [-0.62048, -0.68365, -0.05476], [-1.51496, -1.66326, 0.86036], [-0.40988, -0.85402, -1.36079], [-1.16468, -1.74103, -2.11279], [1.75441, 0.11698, -0.67454], [-0.33625, 0.28173, 2.74732], [-0.09699, -0.02595, -1.88668], [-1.85196, -2.09242, -1.51719]]
}


Here are the calculated HOMO energy numbers, same order: -7.35 -9.55 -8.94 -9.08 (eV).
Here are the calculated ΔE to the lowest compared entry with this formula, charge and spin numbers, same order: 4.3 47.7 87.8 56.5 (kcal/mol).